Record 1
DFT (ωB97M-V/def2-TZVPD) results for a structure of composition C32H40CdClN2O2SeSi at a distorted geometry.

As for the charge: -1. The lowest unoccupied orbital energy is 0.074 hartree. The value obtained for the maximum force is 1.3 eV Å⁻¹. Its gap between HOMO and LUMO is 6.18 eV. The calculation puts the calculated total energy at -131223.44132 eV. Its HOMO energy is -4.175 eV.

```
80
Properties=species:S:1:pos:R:3:forces:R:3:mulliken_charge:R:1
Cd 0.59717 -0.25070 1.21853 -0.1 -0.1 0.1 1.73
C 1.58956 -2.69441 -1.43696 -0.3 -0.2 0.1 0.02
C 0.75770 -2.78756 -0.35597 -0.1 0.1 0.0 0.82
C 1.45729 -2.27961 0.82624 0.2 0.0 -0.2 0.74
C 2.79537 -1.92055 0.33833 -0.1 -0.1 -0.1 0.09
C 2.84884 -2.14532 -1.00933 0.2 0.1 0.3 1.41
C 3.97569 -1.82519 -1.93919 -0.1 0.0 0.2 -1.94
C 3.88794 -1.41955 1.23191 -0.1 -0.1 -0.2 -1.96
C 1.34775 -3.10675 2.10017 0.0 0.1 -0.2 -1.77
C -0.61690 -3.37538 -0.29423 0.2 0.1 0.0 -1.37
C 1.29206 -3.11402 -2.84365 0.0 0.0 0.2 -1.50
H 4.68512 -1.16139 -1.45255 0.2 0.1 0.0 0.38
H 3.60294 -1.32593 -2.83494 0.1 0.0 -0.1 0.37
H 4.51384 -2.72360 -2.25121 0.0 0.0 -0.1 0.29
H 3.45789 -0.99178 2.13814 0.1 0.0 0.1 0.31
H 4.47259 -0.65061 0.72900 0.1 0.1 0.0 0.53
H 4.56851 -2.22913 1.50884 0.1 0.0 0.1 0.29
H 1.93096 -2.66852 2.90716 -0.1 0.0 0.1 0.40
H 1.73093 -4.11338 1.89762 0.1 -0.1 0.1 0.42
H 0.31645 -3.19880 2.43641 0.0 0.0 0.1 0.23
H -0.58448 -4.39652 0.09504 0.0 -0.1 0.1 0.24
H -1.07254 -3.42070 -1.28124 -0.1 0.0 0.0 0.25
H -1.26055 -2.77925 0.35635 -0.1 -0.1 -0.1 0.20
H 1.81171 -2.48293 -3.56419 0.0 0.0 -0.1 0.37
H 0.22390 -3.06179 -3.04580 -0.1 0.0 -0.1 0.27
H 1.61318 -4.14506 -3.00772 0.0 -0.1 -0.2 0.38
Cl -5.67235 -0.20746 4.77968 -0.4 0.0 0.1 -0.29
C -3.99301 -0.31613 4.34880 0.0 0.3 -0.1 0.22
C -3.25929 -1.43529 4.75798 0.2 0.0 -0.1 -0.61
C -1.94245 -1.53561 4.41774 0.0 -0.2 0.1 -0.60
C -1.26510 -0.54067 3.64275 -0.4 0.2 0.3 0.32
O -0.03624 -0.68428 3.38006 0.3 -0.1 -0.2 -1.08
C -2.04985 0.60893 3.26641 0.1 -0.5 0.2 0.81
C -1.49804 1.69662 2.54432 0.0 0.3 0.0 -0.34
N -0.33228 1.69861 1.99128 -0.2 -1.0 0.0 -0.24
C 0.14333 2.77000 1.28577 0.0 1.2 -0.6 0.62
C -0.65031 3.65594 0.57368 0.1 -0.7 0.4 0.06
C -0.08357 4.72305 -0.12352 0.4 0.4 -0.2 -0.96
C 1.27445 4.91546 -0.13646 -0.3 0.1 -0.2 -0.93
C 2.12535 4.00288 0.51732 -0.1 -0.3 0.3 1.42
C 3.53180 4.08409 0.46679 0.0 -0.2 0.1 -0.71
C 4.28111 3.13523 1.10790 0.0 0.4 -0.2 -0.75
C 3.62369 2.10960 1.80313 -0.2 -0.1 0.1 -0.42
N 2.32299 1.99417 1.86463 0.2 -0.3 0.2 -0.29
C 1.56502 2.91494 1.23940 -0.1 0.6 -0.3 -0.63
C -3.40472 0.68574 3.62973 0.0 -0.2 0.1 -1.00
H -3.74576 -2.21330 5.33089 0.0 0.0 0.0 0.39
H -1.36042 -2.39921 4.71441 0.0 0.0 0.0 0.43
H -2.10955 2.60727 2.52355 0.1 0.0 -0.1 0.39
H -1.71453 3.48016 0.52432 -0.1 0.0 0.0 0.46
H -0.73411 5.40202 -0.66100 0.0 0.0 0.0 0.35
H 1.71486 5.75015 -0.66630 0.0 0.0 -0.1 0.37
H 3.99312 4.88524 -0.09633 0.1 0.0 0.0 0.41
H 5.35985 3.15586 1.07261 0.1 0.0 0.0 0.40
H 4.20055 1.35914 2.33006 0.0 -0.1 0.0 0.63
H -3.98469 1.53186 3.28990 -0.1 0.1 0.0 0.35
C -3.94770 -2.25600 -2.10721 0.1 0.6 0.1 -1.02
Si -3.81797 -0.36260 -1.88811 0.1 0.1 -0.1 0.21
C -5.59000 0.26882 -1.56518 0.5 -0.2 -0.1 -1.08
C -3.24682 0.35071 -3.57183 -0.3 -0.2 0.5 -1.14
Se -2.44542 0.33266 -0.26526 -0.1 -0.1 0.1 -0.37
H -4.69292 -2.50866 -2.85654 -0.2 0.0 -0.2 0.39
H -4.22957 -2.73059 -1.17336 -0.1 -0.1 0.2 0.28
H -2.99914 -2.67932 -2.42132 0.2 0.0 0.0 0.19
H -6.25940 0.01947 -2.38318 -0.2 -0.1 -0.2 0.35
H -5.59413 1.34518 -1.43445 0.0 0.3 0.0 0.25
H -5.98593 -0.17296 -0.65745 0.0 -0.1 0.2 0.28
H -4.04535 0.31828 -4.30556 -0.2 -0.1 -0.3 0.43
H -2.40315 -0.20910 -3.96255 0.2 -0.2 -0.1 0.25
H -2.93580 1.38384 -3.45807 0.0 0.2 0.1 0.29
C 1.89943 2.38164 -2.68819 0.2 0.0 0.3 -1.62
C 1.45629 1.18875 -1.86872 0.0 0.2 -0.6 0.65
C 0.39201 0.34052 -2.45769 0.0 -0.2 0.0 -0.10
O 1.93376 0.98067 -0.77245 0.0 0.0 0.3 -0.36
H 2.02974 2.11802 -3.73336 0.0 0.0 -0.1 0.53
H 2.82066 2.79475 -2.28598 0.1 0.0 0.1 0.30
H 1.12141 3.14124 -2.61845 -0.1 0.1 0.0 0.28
H 0.35467 0.39617 -3.54137 0.1 0.0 -0.1 0.54
H -0.56877 0.67880 -2.05626 -0.1 0.1 0.1 -0.28
H 0.51134 -0.68686 -2.11370 0.0 0.0 0.0 -0.25
```
Positions in Å, forces in eV/Å.

Record 2
DFT (ωB97M-V/def2-TZVPD) results for a cluster of 2 separate species, C3H7OS in total at a distorted geometry.

As for the charge: -1. The lowest unoccupied orbital energy is 0.151 hartree. The value obtained for the maximum force is 4.2 eV Å⁻¹. Its gap between HOMO and LUMO is 6.44 eV. The calculation puts the calculated total energy at -16106.16735 eV. Its HOMO energy is -2.342 eV.

```
12
Properties=species:S:1:pos:R:3:forces:R:3:nbo_charge:R:1
O 2.82411 0.80635 1.89686 -0.4 -0.8 -0.8 -0.60
C 1.93852 1.20876 1.14728 2.6 1.0 1.7 0.27
H 2.07751 1.29600 0.08251 -0.2 -0.5 -0.7 0.12
H 1.15442 1.74803 1.59580 -1.4 0.5 0.1 0.15
C -0.71207 -1.17543 -1.15644 -1.7 2.0 -3.2 -0.61
C -1.30573 -0.26535 -0.12251 -1.6 0.7 1.8 -0.54
S -0.83976 1.47316 0.15454 -0.3 0.6 -1.3 -0.70
H -1.06636 -0.76359 -2.21365 0.8 -1.2 1.7 0.17
H 0.35074 -1.30128 -1.19874 0.8 0.6 0.3 0.20
H -1.09192 -2.15046 -0.99640 -0.7 -1.2 -0.1 0.18
H -2.48959 -0.29478 0.03446 2.5 -0.6 -0.8 0.18
H -0.83988 -0.58140 0.77629 -0.3 -1.2 1.3 0.19
```
Positions in Å, forces in eV/Å.

Question: Which formula does entry 1 have?
Answer: C32H40CdClN2O2SeSi

Question: Which of these has the lowest HOMO energy?
Answer: C32H40CdClN2O2SeSi

Question: Look up the HOMO energy of the first one.
Answer: -4.175 eV